Computed, not measured: a cluster of 7 separate species, C4H22N2O7S in total in a non-equilibrium geometry, with ωB97M-V/def2-TZVPD.

Each line ends with the natural charge from an NBO analysis.
Geometry (Å):
N1 -0.74725 0.09339 -2.91443  -0.823
C1 -0.37978 -0.83115 -1.96701  0.689
O1 0.83325 -0.91891 -1.75651  -0.649
C2 -1.38807 -1.71147 -1.33685  -0.183
N2 -2.61509 -2.21010 -2.05843  -0.809
C3 -1.91483 -1.15381 0.04595  -0.410
C4 -0.82066 -1.16836 1.14062  -0.572
S1 -1.23050 -1.24290 2.86585  0.004
H1 -0.05030 0.61205 -3.41402  0.398
H2 -1.65827 0.03041 -3.36622  0.405
H3 -0.86694 -2.63363 -1.04888  0.254
H4 -2.97259 -2.98486 -1.52242  0.375
H5 -3.22566 -1.40737 -2.03697  0.346
H6 -2.18849 -0.10639 0.03437  0.210
H7 -2.82316 -1.70354 0.33314  0.220
H8 -0.08845 -0.34639 0.95378  0.228
H9 -0.06979 -1.95678 1.01067  0.228
H10 -1.88382 -0.12630 3.08893  0.110
O2 -0.39212 2.48462 2.82251  -0.955
H11 0.09045 2.20375 2.04121  0.486
H12 -0.53491 1.72289 3.38964  0.469
O3 1.95458 1.18388 2.94018  -0.961
H13 1.76436 2.12723 2.92554  0.479
H14 2.89108 1.08275 3.11674  0.478
O4 0.10259 3.71375 0.40057  -0.980
H15 0.67472 3.30159 -0.27372  0.494
H16 -0.80379 3.72875 0.09752  0.469
O5 1.29573 2.37597 -1.64828  -0.940
H17 0.72987 1.72082 -2.06401  0.479
H18 2.14722 1.93506 -1.58274  0.478
O6 3.50083 0.53529 0.78893  -0.929
H19 3.18636 -0.27031 0.36746  0.474
H20 3.27595 1.23642 0.17291  0.456
O7 1.41297 -3.28577 -0.82188  -0.985
H21 1.52415 -3.72388 0.03539  0.469
H22 1.27037 -2.30669 -0.75954  0.494

Forces on the atoms, in the same order (eV/Å):
N -1.741 -0.419 0.405
C 1.484 0.823 -2.514
O -0.735 0.219 1.010
C -2.149 -1.941 2.402
N 2.028 1.645 -0.989
C 1.177 0.208 0.776
C 1.601 0.716 -1.071
S 0.056 -1.129 0.569
H 0.297 -0.316 -0.177
H 0.409 0.054 0.320
H 0.302 0.360 -0.324
H -0.271 0.138 0.064
H -0.882 -0.396 -0.018
H -0.441 0.349 -0.632
H 0.539 -0.092 -0.016
H -0.869 0.091 0.227
H -0.700 -0.653 0.114
H -0.372 0.792 -0.300
O -0.577 0.447 0.349
H -0.210 -0.078 -0.172
H 0.353 -0.212 -0.138
O -0.282 -0.100 0.292
H 0.120 0.049 0.291
H 0.144 0.041 -0.224
O 0.714 0.015 0.368
H -0.735 0.197 -0.034
H -0.061 -0.111 -0.260
O 0.345 -0.031 -0.276
H -0.165 -0.089 0.232
H 0.072 -0.023 -0.097
O 0.365 -0.154 -0.327
H -0.030 -0.056 -0.004
H -0.030 0.057 0.128
O -0.032 -0.012 0.220
H -0.035 0.634 -0.268
H 0.310 -1.025 0.075

Calculated values
Net charge: 0
Energy, eV: -32652.498
Structure (SMILES): NC(=O)[C@H](N)CCS.O.O.O.O.O.O
Spin multiplicity: 1
HOMO-LUMO gap, eV: 9.33
E_HOMO, eV: -9.2
Energy relative to the best compared isomer or geometry (same formula, charge and spin), eV: 2.3108